No. 1
The following is a quantum chemistry calculation of C47H29N11O3Sr as an isolated structure, from the OMol25 dataset.

Element x y z (Å)
Sr (1.28380, 0.29834, 0.95593)
C (-3.23650, -4.82833, -1.06945)
C (-4.28129, -3.95255, -0.69866)
C (-4.03164, -2.62191, -0.43782)
C (-2.71564, -2.15651, -0.54125)
C (-2.08291, -0.89063, -0.32177)
N (-2.79526, 0.26408, -0.11753)
C (-2.32934, 1.41575, 0.16836)
C (-3.09698, 2.65748, 0.01614)
C (-4.43400, 2.82984, -0.32586)
C (-4.90814, 4.11950, -0.49968)
C (-4.05557, 5.21830, -0.36748)
C (-2.71669, 5.03833, -0.04673)
C (-2.25493, 3.75028, 0.16088)
C (-0.86846, 3.29849, 0.54812)
N (0.12087, 3.99440, -0.19988)
C (1.14435, 3.47972, -0.77809)
N (1.55074, 2.16700, -0.91204)
C (2.65353, 2.14318, -1.68599)
N (3.35531, 1.13807, -2.16462)
C (2.92573, -0.14302, -2.04327)
N (1.82852, -0.57279, -1.46387)
C (1.70458, -1.94468, -1.70413)
N (0.68551, -2.68851, -1.46364)
C (-0.48737, -2.22750, -0.95656)
N (-0.76365, -0.96234, -0.54510)
C (-1.67359, -3.03032, -0.92145)
C (-1.93958, -4.37759, -1.18800)
C (2.89868, -2.40144, -2.42541)
C (3.31118, -3.64393, -2.88281)
C (4.51396, -3.71703, -3.57276)
C (5.28231, -2.57306, -3.81074)
C (4.86059, -1.32864, -3.35842)
C (3.66577, -1.26197, -2.66237)
C (3.06251, 3.53315, -2.04186)
C (4.12303, 4.03014, -2.77420)
C (4.20580, 5.41041, -2.93175)
C (3.24484, 6.25508, -2.37565)
C (2.17722, 5.74040, -1.64557)
C (2.11188, 4.37041, -1.48882)
N (-0.99343, 1.77899, 0.57453)
H (-3.46244, -5.87334, -1.25320)
H (-5.29142, -4.33907, -0.61350)
H (-4.82866, -1.94780, -0.14401)
H (-5.06792, 1.96219, -0.45763)
H (-5.94854, 4.28083, -0.75774)
H (-4.44337, 6.21791, -0.52570)
H (-2.03724, 5.87757, 0.03524)
H (-1.13086, -5.04675, -1.45858)
H (2.70399, -4.52151, -2.69699)
H (4.86745, -4.67613, -3.93480)
H (6.21709, -2.66447, -4.35199)
H (5.44034, -0.43112, -3.53454)
H (4.85482, 3.35615, -3.20052)
H (5.02722, 5.83995, -3.49392)
H (3.33585, 7.32622, -2.51582)
H (1.42050, 6.37940, -1.20786)
C (-3.00522, -1.03843, 3.23888)
C (-1.77013, -0.28980, 2.83852)
N (-0.69716, -0.86014, 2.42371)
N (-0.72204, -2.22368, 2.38324)
C (0.42435, -2.71336, 1.91461)
O (1.48255, -2.08959, 1.63589)
C (0.41647, -4.20538, 1.70471)
C (1.54272, -4.80476, 1.15096)
C (1.56701, -6.17104, 0.91163)
C (0.46322, -6.95332, 1.22784)
C (-0.66640, -6.35798, 1.77577)
C (-0.69206, -4.99067, 2.00756)
C (-1.74556, 1.17702, 2.89462)
C (-2.46970, 1.90786, 3.76331)
C (-2.41972, 3.36422, 3.74085)
C (-1.56596, 4.01828, 2.95502)
C (-0.60960, 3.27066, 2.08775)
N (-0.81031, 1.80760, 2.05964)
H (-3.12810, -1.88572, 2.56410)
H (-3.88033, -0.39093, 3.18700)
H (-2.91657, -1.44231, 4.25203)
H (2.38150, -4.16984, 0.89734)
H (2.44590, -6.62499, 0.46805)
H (0.47732, -8.02047, 1.03514)
H (-1.54092, -6.95748, 2.00121)
H (-1.57397, -4.50431, 2.40160)
H (-3.08503, 1.40405, 4.49641)
H (-3.11343, 3.91361, 4.36759)
H (-1.56338, 5.10039, 2.89057)
H (0.43333, 3.50483, 2.31114)
O (2.25397, 2.15051, 2.57498)
C (3.41510, 1.97175, 2.13152)
O (3.77502, 1.05847, 1.35721)
H (4.19458, 2.69630, 2.46045)

Its total charge is -2. Its energy above the lowest of the compared OMol25 structures with the same formula, charge and spin is 55.6 kcal per mole. Its total energy is -72584.9712 eV. The value obtained for the frontier orbital gap is 4.99 eV.

Löwdin atomic charge list, values in e, 6 entries: 1.49, -0.13, -0.13, -0.05, -0.13, -0.32

---

No. 2
The following is a quantum chemistry calculation of C47H31F5N8S3W as an isolated structure, from the OMol25 dataset.

Element x y z (Å)
W (-0.57268, -0.06318, 0.51195)
C (-1.38401, -1.42743, 5.51721)
N (-2.29849, -0.67762, 4.66129)
C (-3.65819, -0.53938, 4.86107)
C (-4.13951, 0.20221, 3.84902)
N (-3.05820, 0.53399, 3.03143)
C (-1.93837, -0.03878, 3.54099)
S (-0.32878, 0.01258, 2.96641)
C (-3.22136, 1.35689, 1.88090)
C (-4.21144, 2.32935, 1.93922)
C (-4.54544, 3.02249, 0.79270)
C (-3.88049, 2.71964, -0.38522)
C (-2.85749, 1.80076, -0.33719)
N (-2.49815, 1.14210, 0.78041)
H (-1.95116, -1.82188, 6.35460)
H (-0.59738, -0.77319, 5.88578)
H (-0.94035, -2.24519, 4.95263)
H (-4.16100, -0.99313, 5.69626)
H (-5.14494, 0.48698, 3.60600)
H (-4.70542, 2.53571, 2.87608)
H (-5.31630, 3.78046, 0.81915)
H (-4.12704, 3.20220, -1.31929)
H (-2.27840, 1.57673, -1.22241)
N (3.37605, 5.54234, -7.29534)
C (2.88820, 4.92856, -6.45680)
C (2.28329, 4.15805, -5.40369)
C (3.03208, 3.82492, -4.27682)
C (2.44938, 3.09179, -3.25951)
C (1.12514, 2.67158, -3.37001)
C (0.38323, 3.00177, -4.50077)
C (0.95711, 3.75039, -5.51435)
C (0.52120, 1.87245, -2.27304)
C (0.16087, 0.56924, -2.53845)
C (0.25237, -0.12490, -3.78180)
C (-0.32473, -1.35562, -3.60585)
C (-0.74227, -1.41051, -2.26019)
N (-0.45131, -0.28458, -1.60888)
C (0.34660, 2.53255, -1.02871)
C (0.55362, 3.89442, -0.78990)
C (0.27230, 4.13502, 0.55515)
C (-0.10071, 2.91742, 1.09690)
N (-0.07171, 1.93440, 0.15963)
H (4.06289, 4.14307, -4.20425)
H (3.02914, 2.83631, -2.38016)
H (-0.64735, 2.68112, -4.58400)
H (0.38386, 4.01899, -6.39072)
H (0.68966, 0.27226, -4.68287)
H (-0.44701, -2.13803, -4.33574)
H (-1.24159, -2.22473, -1.75643)
H (0.86276, 4.61563, -1.52884)
H (0.32626, 5.07522, 1.07806)
H (-0.37872, 2.69949, 2.11612)
S (6.39082, 2.22537, 0.17262)
C (6.46492, 3.92707, 0.18923)
C (5.22656, 4.49477, 0.20879)
C (4.19438, 3.52516, 0.20807)
C (4.66929, 2.23895, 0.18487)
C (3.90150, 0.99227, 0.16293)
C (2.52456, 1.02155, 0.46250)
N (1.73484, -0.04763, 0.43876)
C (2.32644, -1.24969, 0.20139)
C (3.68475, -1.38715, -0.09450)
C (4.22163, -2.70382, -0.30476)
C (3.44915, -3.79878, -0.15611)
C (2.06276, -3.67707, 0.20175)
C (1.23447, -4.77641, 0.45075)
C (-0.07540, -4.58232, 0.83701)
C (-0.54091, -3.25063, 0.90776)
N (0.21085, -2.19400, 0.64743)
C (1.51327, -2.40260, 0.33377)
C (-0.98651, -5.68566, 1.14439)
C (-2.25761, -5.62972, 1.65348)
C (-2.84218, -6.90775, 1.82043)
C (-2.00556, -7.91243, 1.43486)
S (-0.51561, -7.31804, 0.86784)
C (4.46390, -0.22837, -0.14608)
H (7.42249, 4.42226, 0.19066)
H (5.06052, 5.56101, 0.22471)
H (3.14359, 3.77772, 0.21433)
H (2.07761, 1.95996, 0.74316)
H (5.26914, -2.79717, -0.55914)
H (3.86444, -4.78904, -0.28842)
H (1.64193, -5.77570, 0.35715)
H (-1.57153, -3.06390, 1.15494)
H (-2.77482, -4.71650, 1.91084)
H (-3.83625, -7.07539, 2.20560)
H (-2.18996, -8.97427, 1.45037)
H (5.51313, -0.30355, -0.40619)
F (-2.14294, -1.23831, 0.27465)
C (-4.17224, -1.64163, 1.16398)
F (-3.66609, -2.41729, 2.09774)
C (-4.50611, -2.61611, -0.00640)
F (-3.47826, -3.36545, -0.42138)
F (-4.98442, -1.93612, -1.03905)
F (-5.45658, -3.43447, 0.46758)

Its spin multiplicity is 3. Its total charge is +2. Its energy above the lowest of the compared OMol25 structures with the same formula, charge and spin is 24.0 kcal per mole. Its total energy is -109070.2413 eV. Its expectation value of S² is 2.015. The value obtained for the frontier orbital gap (spin up / spin down) is 6.55 / 6.14 eV.

Löwdin atomic charge list, values in e, 6 entries: 1.55, 0.00, -0.10, 0.00, -0.02, 0.02

---

For reference, maximum force by record: 0.46; 0.48 eV/Å.